# C26H42BrEuN3P2S

A molecular structure, C26H42BrEuN3P2S in a non-equilibrium geometry (wB97M-V/def2-TZVPD, the Open Molecules 2025 dataset).

XYZ file:
```
76
Properties=species:S:1:pos:R:3:forces:R:3
C -1.784265 6.680050 -1.887625 0.548 -0.013 -0.164
C -1.997074 5.295973 -2.031644 -0.996 0.609 -0.648
C -2.236024 4.823338 -3.341155 0.675 -0.270 -0.205
C -1.810570 5.607126 -4.431729 -0.685 -0.117 1.002
N -1.381795 6.854033 -4.252203 0.362 0.076 -0.366
C -1.404747 7.406189 -3.042697 -0.680 -0.674 0.352
C -1.782316 4.279079 -0.983203 3.482 -1.805 0.237
C -0.894018 3.461475 -0.599798 -1.403 4.058 -2.475
C 0.157642 2.520238 -0.427249 0.724 -0.849 -0.055
C 1.085172 2.687512 0.618921 -1.061 0.320 -0.172
C 1.838120 1.605915 1.029959 -0.072 -0.283 -0.112
C 1.756344 0.363869 0.356599 0.305 1.561 0.072
C 1.143263 0.349832 -0.938548 0.028 -0.157 0.393
C 0.306713 1.392210 -1.308360 0.354 0.858 0.409
Eu -2.520697 1.892130 0.158079 -1.099 -2.511 1.235
P 2.768765 -0.958857 1.104556 -0.224 -0.789 -0.786
H -2.661711 3.827635 -3.504783 0.487 0.243 0.028
H -1.866217 7.187124 -0.927964 0.405 -0.260 -0.111
H -1.822435 5.199611 -5.451929 -0.095 0.307 0.477
H -1.102880 8.459154 -2.995487 -0.242 -0.445 0.167
H -0.157713 1.453871 -2.300388 -0.004 -0.360 0.474
H 1.096181 3.687448 1.066686 0.160 -0.640 0.302
H 1.265991 -0.484372 -1.644191 -0.233 0.332 0.648
H 2.452579 1.742087 1.920482 -0.089 -0.204 -0.242
C 2.070854 -2.078623 2.401488 -0.907 0.405 0.068
C 2.630939 -3.510723 2.415159 0.223 -0.174 -0.253
H 0.969477 -2.075893 2.302287 0.471 -0.076 -0.047
H 2.287350 -1.567485 3.364132 -0.020 -0.189 -0.583
H 2.423423 -3.990603 3.380122 -0.037 0.237 -0.240
H 2.178511 -4.133479 1.635475 0.043 0.198 0.117
H 3.716942 -3.542781 2.270256 -0.244 0.003 0.075
C 3.287131 -1.824166 -0.386428 -0.093 -0.864 0.297
C 3.868333 -0.946633 -1.494533 0.198 -0.015 -0.085
H 2.407249 -2.398053 -0.726558 0.265 0.119 0.051
H 4.028189 -2.556134 -0.032793 -0.228 -0.010 -0.342
H 4.042372 -1.563188 -2.378059 0.051 0.040 0.088
H 3.218869 -0.122902 -1.785398 0.226 -0.167 0.021
H 4.819406 -0.513236 -1.196342 0.150 0.002 0.026
C 4.208417 -0.292381 1.941574 -0.353 0.668 -0.287
C 5.400674 -1.240169 1.987743 0.446 -0.083 0.128
H 3.852384 -0.057826 2.951958 0.268 0.182 -0.130
H 4.423915 0.643529 1.418064 0.373 -0.031 0.198
H 6.239020 -0.668333 2.391779 0.022 -0.167 -0.076
H 5.237494 -2.083155 2.669488 -0.004 0.193 -0.238
H 5.702733 -1.622750 1.000747 -0.147 0.196 0.364
Br -0.955990 -0.527664 1.044508 -0.917 0.615 0.625
P -2.881936 -2.753893 -1.213282 -0.259 -1.389 -0.745
C -1.078073 -3.116332 -1.087723 0.079 0.216 0.393
C -0.756564 -4.577725 -1.349891 0.080 -0.133 -0.151
H -0.763765 -2.797203 -0.085802 0.188 -0.224 -0.326
H -0.560980 -2.474938 -1.811202 -0.033 -0.017 -0.011
H 0.322673 -4.740343 -1.391120 0.011 -0.057 0.076
H -1.169240 -5.228266 -0.579708 -0.014 -0.010 0.057
H -1.171034 -4.907697 -2.302335 -0.012 0.010 -0.011
C -3.475344 -2.683774 0.511003 -0.041 0.258 0.419
C -4.774404 -3.460137 0.723551 -0.044 -0.013 0.077
H -3.601915 -1.631434 0.789277 -0.019 -0.127 0.183
H -2.679995 -3.085112 1.149518 -0.106 0.105 0.000
H -5.070744 -3.438068 1.773104 0.013 0.028 0.021
H -5.595945 -3.041078 0.144744 -0.015 0.033 -0.087
H -4.679393 -4.506790 0.434665 0.086 0.028 -0.057
C -2.891304 -1.073350 -1.930991 0.010 0.283 -0.095
C -3.166299 -1.207679 -3.434355 -0.173 0.249 -0.171
H -1.927943 -0.583795 -1.737830 -0.076 0.169 0.016
H -3.701897 -0.514490 -1.442165 -0.082 0.074 -0.003
H -3.416689 -0.238960 -3.880326 0.118 -0.102 -0.064
H -2.301453 -1.620821 -3.967862 -0.135 0.082 0.160
H -4.007840 -1.889403 -3.614097 0.214 0.218 0.088
N 0.049640 2.039278 4.319924 0.029 -0.400 0.066
C -1.155337 1.621125 3.873210 -0.043 -0.942 0.360
N -1.583920 0.393367 4.272547 0.674 1.058 -0.458
S -2.118957 2.639689 2.901745 0.002 0.275 0.226
H 0.606842 1.460367 4.961729 -0.582 0.601 -0.410
H 0.359416 2.996762 4.150603 -0.359 -0.609 0.049
H -2.444522 0.017712 3.872661 0.638 0.222 0.143
H -0.869043 -0.257052 4.589400 -0.578 0.045 0.020
```
Positions in Å, forces in eV/Å.

Gap between HOMO and LUMO (spin up / spin down)   4.9620 / 4.9854 eV
E   -150883.1257 eV
HOMO level (spin up / spin down)   -12.159 / -12.160 eV
Charge   +2
2S+1   8

# C5H15N3O

2 unconnected molecules or ions with the total composition C5H15N3O in a non-equilibrium geometry (wB97M-V/def2-TZVPD, the Open Molecules 2025 dataset).

XYZ file:
```
24
Properties=species:S:1:pos:R:3:forces:R:3
C 1.172182 -1.957252 0.315527 0.130 0.136 0.065
C 2.524636 -1.714738 -0.366613 -0.144 -0.023 0.054
C 0.253538 -0.736354 0.160703 -0.148 0.068 -0.166
N -0.437452 -0.256363 1.140512 0.139 0.040 -0.054
N 1.277291 -2.342211 1.726517 0.001 0.014 -0.099
O 0.194011 -0.264522 -1.050842 0.152 -0.238 0.223
H 0.659755 -2.771851 -0.207000 0.002 0.050 0.023
H -0.230632 -0.764307 1.996156 -0.071 -0.073 -0.108
H -1.736739 0.605109 0.673266 -0.372 0.662 -0.179
H 1.997012 -1.796634 2.189814 -0.011 -0.036 -0.045
H 1.535059 -3.316778 1.816522 0.008 0.058 -0.022
H 2.387973 -1.441667 -1.411448 0.003 -0.001 0.033
H 3.142799 -2.612960 -0.308575 -0.029 0.023 0.004
H 3.057177 -0.899254 0.130618 -0.020 -0.011 -0.004
C -1.768950 2.636016 -0.596054 -0.778 -0.771 0.791
C -0.581525 2.286765 -1.309381 0.658 -0.813 -0.088
N -2.530438 1.194496 0.165363 0.947 0.154 -0.359
H -3.314333 1.409756 0.776223 0.108 0.015 -0.027
H -2.853751 0.599879 -0.592567 -0.090 0.117 -0.047
H -2.629916 2.973128 -1.171042 0.070 0.004 0.041
H -1.649890 3.217638 0.314273 -0.050 -0.006 -0.002
H -0.194077 0.855883 -1.153984 -0.417 0.420 0.000
H -0.613765 2.452588 -2.381574 -0.052 -0.006 -0.021
H 0.340034 2.643632 -0.856416 -0.035 0.216 -0.013
```
Positions in Å, forces in eV/Å.

Gap between HOMO and LUMO   8.3006 eV
E   -11944.2626 eV
HOMO level   -7.397 eV
Charge   0

# C3H4O2

A molecular structure, C3H4O2 in a non-equilibrium geometry (wB97M-V/def2-TZVPD, the Open Molecules 2025 dataset).

XYZ file:
```
9
Properties=species:S:1:pos:R:3:forces:R:3
C 0.608546 -0.555276 0.803382 1.614 -1.473 2.406
C -0.683812 -0.027571 0.319795 -0.392 -0.237 -0.655
C 0.150655 0.450984 -0.870687 -1.342 1.572 -0.669
H -1.151762 0.730868 0.896128 -0.454 0.469 0.653
H -1.335173 -0.876663 0.143684 -0.374 0.117 -0.191
H -0.137823 0.023796 -1.841580 0.281 0.303 0.238
H 0.243549 1.592087 -0.907584 0.070 -1.647 -0.141
O 1.010418 -1.158210 1.781650 -0.637 1.349 -2.245
O 1.295402 -0.180014 -0.324789 1.235 -0.454 0.605
```
Positions in Å, forces in eV/Å.

Gap between HOMO and LUMO   11.5405 eV
E   -7270.0382 eV
HOMO level   -10.689 eV
Charge   0